Here is one molecule with the formula C3H6FNO from the OMol25 dataset. Energies are from ωB97M-V/def2-TZVPD.

The gap between HOMO and LUMO comes out at 0.4119 Ha. The highest occupied orbital energy comes out at -10.3 eV. The largest force on an atom is 4.9 eV Å⁻¹. As for the net charge: 0. For the total energy, the calculation gives -347.75138 Ha. The SMILES is C[C@@H](F)NC=O. For the energy relative to the best compared isomer or geometry (same formula, charge and spin), the calculation gives 0.998 eV.

```
12
Properties=species:S:1:pos:R:3:forces:R:3
C -0.53384 -0.00411 0.42965 1.1 3.4 0.4
H 2.17425 1.58708 -1.10207 -0.3 0.6 0.1
O 0.24338 2.13331 -1.48691 -3.0 2.9 -2.6
H -1.00887 -1.94141 1.17947 -0.5 -0.6 1.3
C -0.76578 -1.48268 0.26906 0.6 -0.6 -3.1
H -1.62473 -1.55565 -0.46585 0.8 -0.2 1.1
F -0.66691 0.46572 1.80605 0.3 -1.3 -1.1
H -1.36726 0.56854 -0.01606 0.9 -0.2 -0.4
N 0.81188 0.56946 -0.02035 -0.6 -2.8 2.4
C 1.07204 1.56604 -0.91497 2.7 -3.2 1.9
H 0.06427 -2.09952 -0.24425 -0.9 1.3 1.0
H 1.60157 0.19323 0.56624 -1.2 0.6 -1.2
```
Forces are in eV/Å.